No. 1
{
  "formula": "C31H57BN11PbS3",
  "method": "ωB97M-V/def2-TZVPD",
  "species": ["Pb", "N", "C", "C", "N", "C", "C", "N", "H", "H", "H", "H", "H", "H", "H", "H", "H", "H", "H", "H", "H", "C", "C", "C", "C", "N", "C", "C", "N", "B", "N", "C", "C", "N", "C", "S", "C", "C", "C", "C", "N", "C", "C", "N", "C", "S", "C", "C", "C", "C", "C", "S", "H", "H", "H", "H", "H", "H", "H", "H", "H", "H", "H", "H", "H", "H", "H", "H", "H", "H", "H", "H", "H", "H", "H", "H", "H", "H", "H", "H", "H", "H", "H", "H", "H", "H", "N", "C", "N", "C", "C", "C", "C", "C", "H", "H", "H", "H", "H", "H", "H", "H", "H", "H"],
  "positions_angstrom": [[0.2335, 1.8145, 0.8394], [2.2243, 2.2101, 2.7830], [1.7150, 2.8831, 3.9973], [0.2547, 2.5403, 4.2729], [-0.6628, 2.9132, 3.1816], [-0.9055, 4.3549, 3.0148], [0.0273, 4.9996, 1.9950], [0.0146, 4.2785, 0.6965], [2.6191, 1.3093, 3.0297], [2.9891, 2.7443, 2.3812], [1.8228, 3.9580, 3.8745], [2.2954, 2.6168, 4.8819], [-0.0316, 3.0208, 5.2142], [0.1644, 1.4591, 4.4111], [-1.5548, 2.4684, 3.3651], [-0.8095, 4.8938, 3.9631], [-1.9337, 4.4821, 2.6710], [1.0542, 5.0077, 2.3517], [-0.2813, 6.0375, 1.8618], [0.7267, 4.6759, 0.0897], [-0.8777, 4.4344, 0.2291], [-5.3343, 1.5655, -0.9176], [-4.7561, 0.3320, -0.2234], [-5.8369, -0.7425, -0.1450], [-4.2824, 0.6439, 1.1973], [-3.5975, -0.1965, -1.0427], [-3.6345, -1.4102, -1.7153], [-2.4776, -1.5450, -2.3773], [-1.6897, -0.4305, -2.1097], [-0.4490, -0.1952, -3.0283], [-0.0529, 1.2796, -3.2012], [-0.6716, 1.9750, -4.2252], [-0.0963, 3.1808, -4.3090], [0.9010, 3.2414, -3.3460], [0.8970, 2.0744, -2.6555], [1.9000, 1.6181, -1.3089], [1.7056, 4.5195, -3.2318], [2.2396, 4.8574, -4.6266], [0.7452, 5.6049, -2.7399], [2.9012, 4.4159, -2.2931], [0.8079, -1.0881, -2.6386], [1.8326, -1.0890, -3.5502], [2.7650, -1.9654, -3.1419], [2.3111, -2.5565, -1.9808], [1.1188, -1.9774, -1.6847], [-0.0881, -2.1287, -0.3679], [3.1216, -3.6142, -1.2667], [4.4131, -3.8767, -2.0405], [2.3471, -4.9395, -1.2561], [3.5213, -3.0657, 0.1079], [-2.4124, 0.4073, -1.3081], [-1.9646, 2.0031, -0.8285], [-6.1626, 1.9533, -0.3239], [-5.7180, 1.3014, -1.9045], [-4.5925, 2.3525, -1.0277], [-6.6477, -0.3613, 0.4731], [-5.4714, -1.6625, 0.3154], [-6.2608, -0.9680, -1.1244], [-5.1524, 0.8702, 1.8136], [-3.6171, 1.5030, 1.2186], [-3.7734, -0.2218, 1.6302], [-4.4809, -2.0696, -1.6950], [-2.1502, -2.3267, -3.0430], [-0.7446, -0.5923, -4.1191], [-1.4658, 1.5455, -4.8117], [-0.3060, 3.9910, -4.9821], [1.4499, 5.0566, -5.3487], [2.8669, 4.0496, -5.0060], [2.8497, 5.7575, -4.5598], [0.0092, 5.8702, -3.4997], [1.3051, 6.5067, -2.4904], [0.2057, 5.2675, -1.8519], [3.5581, 3.5905, -2.5619], [2.6098, 4.2994, -1.2514], [3.4686, 5.3415, -2.3870], [1.8155, -0.4588, -4.4236], [3.6948, -2.2304, -3.6065], [4.2204, -4.2066, -3.0617], [4.9388, -4.6862, -1.5350], [5.0768, -3.0115, -2.0491], [2.4454, -5.4307, -2.2246], [1.2885, -4.8317, -1.0620], [2.7780, -5.6042, -0.5051], [4.0916, -2.1439, -0.0177], [4.1624, -3.7914, 0.6094], [2.6711, -2.8534, 0.7513], [0.5658, -3.1803, 0.7211], [0.4130, -3.8572, 1.6702], [0.3581, -4.6045, 2.6866], [-0.1378, -6.0178, 2.6112], [-1.2764, -6.2045, 3.6032], [-0.8436, -5.7916, 5.0117], [-0.3883, -4.3306, 5.0172], [0.7680, -4.1373, 4.0469], [0.7078, -6.6571, 2.8689], [-0.4398, -6.2288, 1.5873], [-1.5753, -7.2523, 3.5788], [-2.1376, -5.6090, 3.2891], [-0.0220, -6.4314, 5.3482], [-1.6660, -5.9323, 5.7110], [-0.0544, -4.0267, 6.0096], [-1.2205, -3.6801, 4.7328], [1.6157, -4.7594, 4.3401], [1.1022, -3.1038, 3.9786]],
  "atomic_forces_ev_per_a": [[-0.2, -0.6, 0.3], [0.0, 0.3, 0.0], [-0.2, -0.1, 0.0], [0.1, 0.0, -0.1], [0.0, 0.2, 0.1], [0.1, -0.1, -0.1], [0.0, 0.0, 0.1], [-0.1, -0.1, 0.2], [0.0, 0.0, 0.0], [0.1, 0.0, 0.1], [0.1, 0.0, 0.0], [0.0, 0.0, 0.0], [0.0, 0.0, 0.0], [0.0, 0.0, 0.0], [0.0, 0.0, 0.0], [0.0, 0.0, 0.0], [0.0, 0.0, 0.0], [0.0, 0.0, 0.0], [0.0, 0.0, 0.0], [0.0, -0.1, 0.0], [0.0, 0.0, 0.0], [0.0, -0.1, 0.0], [0.0, 0.1, 0.0], [0.0, -0.1, -0.1], [0.1, 0.0, 0.0], [0.0, -0.1, 0.0], [-0.1, 0.0, 0.1], [0.2, 0.0, 0.0], [-0.1, 0.1, -0.1], [-0.1, 0.1, 0.2], [0.1, 0.0, -0.2], [0.0, -0.1, 0.0], [0.1, 0.1, 0.0], [-0.1, 0.1, 0.0], [0.0, 0.1, 0.0], [0.0, 0.0, -0.3], [0.0, 0.0, 0.0], [0.0, 0.0, 0.0], [0.0, 0.0, -0.1], [0.0, -0.1, 0.0], [0.0, -0.1, 0.2], [0.0, 0.1, -0.1], [-0.1, -0.1, -0.1], [0.0, 0.1, 0.2], [0.3, 0.1, -0.3], [-0.1, 0.1, -0.2], [0.0, -0.1, 0.2], [0.1, 0.1, -0.1], [0.1, 0.1, 0.0], [0.0, 0.0, 0.0], [0.1, -0.2, -0.1], [-0.1, 0.1, -0.1], [0.0, 0.0, 0.0], [0.0, 0.0, 0.0], [0.0, 0.0, 0.0], [0.0, 0.0, 0.0], [0.0, 0.0, 0.0], [0.0, 0.0, 0.0], [0.0, 0.0, 0.0], [0.0, 0.0, 0.0], [0.0, 0.0, 0.0], [0.0, 0.1, 0.0], [0.0, 0.1, 0.0], [-0.1, 0.0, 0.0], [0.1, 0.0, 0.0], [0.0, 0.0, 0.0], [0.0, 0.0, 0.0], [0.0, 0.0, 0.0], [0.0, 0.0, 0.0], [0.0, 0.0, 0.1], [0.0, 0.0, 0.0], [0.0, 0.0, -0.1], [0.0, 0.0, 0.0], [0.0, 0.0, 0.0], [0.0, 0.0, 0.0], [-0.1, 0.0, 0.0], [0.0, 0.0, 0.1], [0.0, 0.0, 0.0], [0.0, 0.0, 0.0], [0.0, 0.0, 0.0], [0.0, 0.0, 0.0], [-0.3, 0.1, 0.1], [0.0, 0.0, 0.0], [0.0, 0.0, 0.0], [0.0, 0.0, 0.0], [0.3, 0.0, -0.1], [0.0, -0.1, -0.5], [-0.1, -0.2, 0.5], [0.1, 0.0, -0.1], [-0.2, -0.2, 0.0], [0.1, 0.1, 0.1], [0.0, 0.1, -0.1], [0.0, -0.1, -0.1], [0.0, 0.0, 0.2], [0.1, 0.1, 0.0], [0.0, 0.1, 0.0], [0.0, 0.0, 0.0], [0.0, 0.0, 0.0], [0.0, 0.0, 0.0], [0.0, 0.0, 0.0], [0.0, 0.0, 0.0], [0.0, 0.0, 0.0], [0.0, 0.0, -0.1], [0.0, 0.0, -0.1]],
  "homo_energy_ev": -14.41,
  "charge": 3,
  "multiplicity": 1,
  "de_lowest_kcal_mol": 12.0,
  "orbital_gap_ev": 7.15
}

***

No. 2
{
  "formula": "C31H57ClP2PtSi2",
  "method": "ωB97M-V/def2-TZVPD",
  "species": ["Pt", "C", "C", "C", "Si", "C", "C", "Si", "H", "H", "H", "Cl", "C", "C", "C", "C", "H", "H", "H", "H", "H", "H", "H", "H", "H", "H", "H", "H", "C", "C", "P", "H", "H", "P", "H", "H", "C", "C", "C", "C", "C", "H", "C", "H", "H", "H", "H", "H", "H", "H", "C", "C", "H", "H", "H", "H", "H", "H", "H", "C", "C", "H", "H", "H", "H", "H", "H", "C", "C", "H", "H", "H", "H", "H", "H", "H", "C", "H", "H", "H", "C", "C", "C", "C", "C", "C", "C", "H", "H", "H", "H", "H", "H", "H"],
  "positions_angstrom": [[-0.4081, 0.1319, 1.4514], [1.8206, -0.1946, -2.2433], [1.0479, -1.3777, -2.4544], [-0.1397, -0.9921, -3.1451], [1.5404, -3.0153, -1.7110], [-0.1421, 0.4298, -3.2721], [1.0456, 0.9311, -2.6595], [1.5374, 2.6759, -2.2141], [2.8270, -0.1560, -1.8222], [-0.8938, -1.6695, -3.4894], [-0.8950, 1.0332, -3.7299], [-2.6038, 0.1505, 1.6810], [3.3919, 2.7438, -2.0816], [0.9540, 3.7727, -3.6057], [3.3948, -3.0564, -1.5646], [0.9621, -4.3391, -2.8915], [1.4557, 3.4393, -4.5263], [1.2440, 4.8161, -3.4208], [-0.1293, 3.7264, -3.7753], [3.7524, 2.3633, -1.1127], [3.7265, 3.7887, -2.1904], [3.8549, 2.1474, -2.8845], [1.4460, -4.1560, -3.8624], [-0.1237, -4.3422, -3.0503], [1.2758, -5.3312, -2.5385], [3.8587, -2.6081, -2.4582], [3.7308, -4.1037, -1.4894], [3.7527, -2.5125, -0.6760], [0.8273, 3.1102, -0.4896], [0.8270, -3.1429, 0.0616], [-0.7986, 2.4527, 0.1133], [0.8184, 4.2118, -0.4609], [1.5701, 2.8140, 0.2682], [-0.8009, -2.3928, 0.5374], [1.5673, -2.7166, 0.7574], [0.8199, -4.2225, 0.2830], [-1.2073, -3.2854, 2.1425], [-1.9217, -3.4465, -0.6831], [-1.9233, 3.2776, -1.2695], [-1.2031, 3.6102, 1.5395], [-0.8789, 2.9866, 2.8865], [-2.2957, 3.7199, 1.4483], [-0.5451, 4.9968, 1.4868], [0.5398, 4.9138, 1.5945], [-0.9246, 5.5673, 2.3411], [-0.7747, 5.5706, 0.5845], [-1.4439, 2.0559, 3.0395], [-1.1483, 3.6960, 3.6835], [0.1939, 2.7675, 2.9737], [-1.6897, 2.6006, -2.1051], [-1.5823, 4.7286, -1.6499], [-3.4276, 3.2290, -0.9907], [-0.5253, 4.9379, -1.7984], [-1.9803, 5.4255, -0.9079], [-2.0842, 4.9600, -2.5968], [-3.9213, 2.5140, -1.6607], [-3.9077, 4.2047, -1.1841], [-3.6543, 2.9519, 0.0478], [-1.6871, -2.9243, -1.6231], [-3.4271, -3.3517, -0.4204], [-1.5786, -4.9407, -0.8051], [-0.5209, -5.1707, -0.9133], [-2.0784, -5.3345, -1.6980], [-1.9767, -5.4991, 0.0463], [-3.9189, -2.7620, -1.2040], [-3.6561, -2.9008, 0.5548], [-3.9061, -4.3464, -0.4449], [-0.8865, -2.4370, 3.3617], [-0.5486, -4.6592, 2.3328], [-2.2997, -3.4105, 2.0700], [0.5363, -4.5578, 2.4278], [-0.7749, -5.3810, 1.5429], [-0.9302, -5.0739, 3.2722], [0.1861, -2.2066, 3.4127], [-1.1588, -2.9969, 4.2689], [-1.4511, -1.4941, 3.3487], [-4.0259, -0.1532, -1.7149], [-3.0713, -0.2097, -2.2634], [-3.7945, -0.8748, -0.9178], [-3.7834, 0.7021, -1.0657], [1.5781, 0.0764, 0.8460], [2.0566, 0.1926, 2.2539], [3.4613, 0.1966, 2.3780], [3.9919, 0.3047, 3.6610], [3.1431, 0.4034, 4.7654], [1.7214, 0.3990, 4.6459], [1.2279, 0.2881, 3.3396], [1.9567, 0.8959, 0.2276], [1.9559, -0.8341, 0.3705], [4.0045, 0.1128, 1.4270], [5.1103, 0.3063, 3.7315], [3.5981, 0.4888, 5.7794], [1.0691, 0.4779, 5.5230], [0.0688, 0.2822, 3.2274]],
  "atomic_forces_ev_per_a": [[-0.1, -0.3, -3.2], [-1.1, 0.0, 0.0], [0.4, -0.1, 0.0], [0.7, 1.1, 0.6], [-0.7, 1.6, -0.7], [0.8, -1.1, 0.8], [0.4, 0.1, 0.0], [-0.7, -1.8, -0.4], [-0.3, 0.0, 0.0], [-0.4, -0.2, -0.2], [-0.4, 0.2, -0.3], [-2.5, 0.0, 0.0], [0.5, 0.3, 0.1], [0.1, 0.5, 0.0], [0.5, -0.3, 0.1], [0.1, -0.5, 0.1], [-0.1, 0.0, 0.3], [-0.2, -0.1, -0.2], [0.3, 0.0, 0.0], [-0.1, 0.1, -0.3], [0.1, -0.3, 0.1], [-0.2, 0.2, 0.3], [-0.1, 0.0, 0.3], [0.3, 0.0, 0.0], [-0.2, 0.0, -0.2], [-0.2, -0.2, 0.3], [0.1, 0.3, 0.0], [-0.1, -0.2, -0.3], [0.2, 0.2, 0.3], [0.2, -0.2, 0.3], [0.2, 2.0, -1.3], [-0.2, -0.3, 0.2], [-0.1, 0.1, -0.3], [0.2, -2.2, -1.0], [-0.1, -0.1, -0.2], [-0.2, 0.3, 0.2], [-0.1, 0.1, -0.2], [0.4, 0.7, 0.1], [0.4, -0.6, 0.2], [-0.1, -0.2, -0.1], [-0.2, -0.1, 0.4], [0.2, 0.0, 0.1], [-0.2, 0.0, -0.1], [-0.1, 0.1, 0.0], [0.1, 0.0, -0.1], [0.2, -0.2, 0.3], [0.2, 0.4, 0.1], [0.1, -0.2, -0.1], [-0.2, 0.1, 0.0], [0.0, 0.3, 0.0], [0.2, 0.0, 0.0], [-0.5, -0.2, 0.0], [-0.1, 0.0, 0.0], [0.0, -0.1, -0.1], [0.0, -0.1, 0.1], [0.1, 0.3, 0.4], [0.3, -0.3, 0.2], [-0.1, 0.0, -0.3], [0.0, -0.3, 0.1], [-0.5, 0.2, 0.0], [0.2, 0.0, 0.0], [-0.1, 0.0, 0.0], [0.0, 0.1, 0.1], [0.0, 0.1, -0.1], [0.1, -0.2, 0.4], [-0.1, 0.0, -0.3], [0.3, 0.3, 0.1], [-0.2, 0.2, 0.4], [-0.2, 0.0, 0.0], [0.3, 0.0, 0.1], [-0.1, -0.1, 0.0], [0.2, 0.2, 0.2], [0.1, 0.0, -0.1], [-0.2, -0.1, 0.0], [0.1, 0.2, -0.1], [0.2, -0.4, 0.2], [3.9, 0.2, 2.6], [-0.9, -0.1, -1.4], [-1.5, -0.8, -0.5], [-1.5, 0.7, -0.7], [-0.1, 0.0, -0.4], [2.0, -0.1, -1.2], [-0.9, 0.1, 0.8], [1.1, -0.1, -0.9], [-0.7, 0.1, 1.3], [1.9, -0.1, -0.5], [-1.4, 0.2, 2.0], [-0.3, -0.2, 0.2], [-0.3, 0.2, 0.2], [0.2, 0.1, 0.8], [-1.2, 0.0, 0.4], [-0.4, -0.1, -0.9], [0.3, 0.0, -0.5], [2.0, 0.1, 1.2]],
  "homo_energy_ev": [-6.67, -6.09],
  "multiplicity": 5,
  "orbital_gap_ev": [7.10, 3.16]
}